# 1
C19H37BClF3IN4O5P | ωB97M-V with the def2-TZVPD basis set

ORCA input file:
```
! wB97M-V def2-TZVPD RIJCOSX def2/J DEFGRID3
* xyz 0 1
C -2.9667 1.3829 3.4459
P -2.1241 -0.0638 2.4659
C -1.3136 -1.6400 1.5257
C -1.8597 -1.9850 0.2053
O -1.3269 -1.7636 -0.8721
B -3.3900 0.4324 1.0201
N -4.8185 0.0502 0.9641
O -2.9731 1.2623 0.0012
C -3.3393 -1.3867 3.3102
F -4.4161 -0.8558 3.9507
F -3.8747 -2.2673 2.4034
F -2.7659 -2.1896 4.2314
O -0.9897 -0.3945 3.7376
C 0.2910 0.1789 3.7047
O 0.4619 0.8091 4.9709
C 1.2843 -1.0073 3.6278
C 2.6672 -0.8328 4.2854
C 3.8442 -0.6763 3.3070
Cl 4.8062 0.8133 3.5629
C 0.2566 1.2241 2.5145
C 0.2094 2.6436 3.1373
N 1.4979 3.0570 3.7034
C 1.4783 1.2404 1.5718
C 1.4183 0.2917 0.3736
C 0.3808 0.6671 -0.6739
I 0.8420 2.4643 -1.7406
O -0.9340 1.0335 1.8099
H -4.0481 1.4134 3.2787
H -2.7698 1.3657 4.5204
H -2.5679 2.3056 3.0180
H -1.3854 -2.5202 2.1729
H -0.2604 -1.4099 1.3917
H -2.8466 -2.4865 0.2049
H -4.9374 -0.8826 0.5847
H -5.2344 0.0205 1.8897
H -3.7032 1.8600 -0.2101
H -0.2970 0.4931 5.4796
H 0.7523 -1.8259 4.1195
H 1.4371 -1.3318 2.5951
H 2.8763 -1.7472 4.8500
H 2.6665 -0.0206 5.0113
H 3.5080 -0.6708 2.2707
H 4.5556 -1.4938 3.4211
H -0.6005 2.7086 3.8612
H -0.0612 3.3070 2.3056
H 1.8491 3.8810 3.2349
H 1.4125 3.2746 4.6860
H 1.5356 2.2510 1.1478
H 2.3995 1.1158 2.1363
H 2.4026 0.2909 -0.1158
H 1.2380 -0.7467 0.6617
H 0.3486 -0.0951 -1.4525
H -0.6215 0.7723 -0.2719
C -0.9591 0.2451 -4.4769
C 0.4279 -0.3499 -4.5429
N 0.8465 -0.6714 -5.9244
C 0.0410 -1.0492 -6.9706
C 0.8501 -1.2718 -8.0358
N 2.1391 -1.0296 -7.6204
C 2.1044 -0.6697 -6.3393
C 3.3477 -1.1480 -8.4350
H -1.7266 -0.4604 -4.7972
H -1.1693 0.5138 -3.4432
H -1.0362 1.1443 -5.0893
H 0.4833 -1.2651 -3.9530
H 1.1583 0.3537 -4.1424
H -1.0246 -1.1236 -6.8602
H 0.6393 -1.5759 -9.0449
H 2.9594 -0.4206 -5.7336
H 4.0066 -1.9008 -8.0099
H 3.8585 -0.1895 -8.4793
H 3.0593 -1.4481 -9.4372
*
```

Results
LUMO energy = -1.0 eV
Kohn-Sham gap = 5.552 eV

Mulliken population analysis, charges in e, atoms 1 to 5: -1.669 1.088 -0.545 -0.506 -0.535


# 2
C19H37F3NO2 | ωB97M-V with the def2-TZVPD basis set

ORCA input file:
```
! wB97M-V def2-TZVPD RIJCOSX def2/J DEFGRID3
* xyz 1 1
F 3.3485 0.1493 0.0426
C 3.8306 0.2434 -1.2308
F 2.8583 -0.1957 -2.0366
F 4.8441 -0.6210 -1.3109
C 4.2624 1.6828 -1.5205
O 3.8712 2.0515 -2.8123
C 3.6605 3.4555 -2.9579
C 2.2045 3.8879 -2.6469
C 1.2838 2.7430 -2.2823
C 0.0072 3.0548 -1.4641
C -1.0801 2.2952 -2.2379
C -0.2545 1.3244 -3.0680
O 0.8248 2.1273 -3.4934
H 5.3504 1.7342 -1.4020
H 3.8016 2.3128 -0.7521
H 4.3627 3.9945 -2.3145
H 3.9204 3.6995 -3.9849
H 1.7651 4.3601 -3.5274
H 2.1931 4.6354 -1.8497
H 1.8281 1.9696 -1.7327
H 0.1336 2.6519 -0.4559
H -0.2089 4.1198 -1.3886
H -1.8533 1.8246 -1.6263
H -1.5859 2.9785 -2.9223
H -0.7566 0.8630 -3.9167
H 0.1449 0.5182 -2.4236
C -3.9700 -2.0355 3.3166
C -3.9462 -2.6326 1.9143
C -2.5846 -3.1948 1.4822
C -1.3108 -2.4490 1.8737
N -0.9212 -1.1509 1.1693
C -0.0399 -1.4143 -0.0255
C -0.9964 -1.8397 -1.1276
C -2.3041 -1.0682 -0.8359
C -2.0899 -0.4301 0.5373
C -0.2353 -0.2208 2.1485
C 1.1363 -0.6370 2.6629
C 1.2104 -1.7757 3.6784
H -3.2969 -1.1794 3.4193
H -4.9700 -1.6828 3.5643
H -3.6841 -2.7732 4.0688
H -4.3252 -1.9072 1.1917
H -4.6527 -3.4632 1.8728
H -2.5954 -3.4378 0.4206
H -2.4543 -4.1571 1.9867
H -0.4666 -3.1172 1.7217
H -1.3456 -2.2123 2.9338
H 0.4476 -0.4673 -0.2642
H 0.7177 -2.1499 0.2287
H -1.1598 -2.9160 -1.1026
H -0.5772 -1.6029 -2.1030
H -3.1700 -1.7250 -0.8717
H -2.4668 -0.2862 -1.5744
H -2.9380 -0.4419 1.2130
H -1.7641 0.6028 0.4214
H -0.9389 -0.0701 2.9692
H -0.1323 0.7239 1.6150
H 1.5234 0.2677 3.1375
H 1.8075 -0.8276 1.8226
H 0.4567 -1.6650 4.4606
H 2.1853 -1.7645 4.1629
H 1.0946 -2.7597 3.2269
*
```

Results
LUMO energy = -2.1 eV
Relative energy (zero: lowest compared OMol25 entry of this formula, charge and spin) = 0.000 eV
Kohn-Sham gap = 10.233 eV

Mulliken population analysis, charges in e, atoms 1 to 5: -0.297 0.956 -0.236 -0.311 -0.778


# 3
C19H37F5IrO2PS3SbSi3 | ωB97M-V with the def2-TZVPD basis set

ORCA input file:
```
! wB97M-V def2-TZVPD RIJCOSX def2/J DEFGRID3
* xyz 0 2
Ir -0.0549 1.2079 0.4169
C 5.8458 -0.8060 2.8997
C 5.0909 0.3712 3.4712
O 3.6831 0.2271 3.2100
P 3.0274 1.0677 1.9727
S 1.0067 0.4343 2.2794
S 1.7932 1.3560 -0.6507
O 3.1249 2.5380 2.6665
C 2.5818 3.7282 2.0609
C 2.8957 4.8880 2.9709
H 6.9026 -0.7453 3.1710
H 5.7696 -0.8253 1.8112
H 5.4404 -1.7411 3.2904
H 5.4546 1.3152 3.0597
H 5.2003 0.4266 4.5518
H 1.5038 3.6092 1.9404
H 3.0058 3.8663 1.0654
H 2.4649 4.7287 3.9598
H 2.4781 5.8064 2.5526
H 3.9744 5.0151 3.0780
C -3.3712 -2.6982 -2.3284
Si -2.8942 -0.9812 -1.8145
C -4.2512 -0.2076 -0.8339
C -2.3239 0.0002 -3.2748
Sb -0.8738 -1.1007 -0.2590
Si 0.9320 -2.5528 -1.3268
C 0.0867 -4.0977 -1.8957
C 1.6629 -1.6456 -2.7469
C 2.1661 -2.8903 -0.0005
Si -1.7196 -2.2300 1.8775
C -2.6147 -0.9006 2.7893
C -0.3052 -2.9018 2.8490
C -2.8603 -3.5940 1.3516
H -4.2554 -2.6374 -2.9730
H -3.6229 -3.3240 -1.4685
H -2.5782 -3.1937 -2.8908
H -5.0362 0.1653 -1.4991
H -3.8825 0.6387 -0.2493
H -4.6914 -0.9477 -0.1590
H -3.1660 0.4985 -3.7639
H -1.8438 -0.6609 -4.0026
H -1.5987 0.7632 -2.9806
H -0.4848 -3.9197 -2.8092
H -0.5929 -4.5044 -1.1413
H 0.8450 -4.8584 -2.1117
H 0.9327 -1.5256 -3.5529
H 2.5247 -2.1967 -3.1390
H 1.9922 -0.6542 -2.4308
H 1.7969 -3.6376 0.7054
H 2.3951 -1.9759 0.5571
H 3.0952 -3.2628 -0.4451
H -1.9208 -0.1002 3.0613
H -3.0559 -1.3006 3.7082
H -3.4116 -0.4639 2.1814
H 0.4862 -2.1583 2.9446
H 0.1122 -3.7980 2.3824
H -0.6520 -3.1689 3.8537
H -3.7850 -3.1922 0.9264
H -3.1244 -4.2106 2.2177
H -2.3959 -4.2449 0.6050
F -1.2884 4.9782 -5.1746
C -1.4278 4.4736 -3.9477
C -2.5342 3.7126 -3.6312
F -3.4688 3.4808 -4.5584
C -2.6610 3.1870 -2.3587
F -3.7579 2.4559 -2.1133
C -1.7060 3.3790 -1.3720
S -1.8883 2.7084 0.2617
C -0.6213 4.1803 -1.7150
F 0.3263 4.4694 -0.8189
C -0.4695 4.7129 -2.9823
F 0.5926 5.4646 -3.2806
*
```

Results
LUMO energy (alpha / beta) = -0.8 / -0.9 eV
<S²> = 0.782
Kohn-Sham gap (alpha / beta) = 5.882 / 6.251 eV

Mulliken population analysis, charges in e, atoms 1 to 5: 1.983 -1.076 -0.291 -0.204 -0.189


Table of E (eV), in record order: -75241.47001 -34034.54537 -112793.13255
Table of maximum force (eV Å⁻¹), in record order: 1.287 0.377 0.528